# 1
{"formula": "C5H7NO2", "method": "wB97M-V/def2-TZVPD", "elements": ["C", "C", "C", "C", "C", "H", "H", "H", "H", "H", "H", "H", "N", "O", "O"], "xyz": [[-1.175, -0.689, -0.184], [-1.106, 0.747, -0.305], [1.198, 0.858, -0.048], [1.308, -0.713, 0.020], [0.021, -1.459, 0.322], [-2.045, 1.001, 0.096], [-1.178, 1.223, -1.351], [-0.196, 1.591, 1.142], [1.545, 1.286, -1.156], [1.970, 1.531, 0.523], [-0.233, -1.919, 1.405], [0.128, -2.510, -0.157], [-0.128, 1.488, 0.211], [-2.438, -1.184, -0.173], [2.327, -1.253, -0.345]], "atomic_forces_ev_per_a": [[-6.80, -4.09, 1.39], [-3.36, 1.07, -4.66], [1.64, 3.36, -1.96], [0.81, 1.37, -0.28], [-0.71, -3.20, 0.59], [-1.32, 0.78, 0.56], [-0.46, -1.87, 0.47], [-0.40, 0.58, 4.05], [-0.96, -1.82, 2.31], [-1.16, -2.06, -0.43], [0.84, 1.82, -1.93], [-0.29, 1.79, 0.18], [5.74, 0.33, -0.42], [7.14, 1.81, -0.44], [-0.72, 0.13, 0.57]], "mulliken_charge": [0.51, -0.73, -0.54, 0.52, -0.57, 0.48, 0.28, 0.29, 0.26, 0.35, 0.29, 0.31, -0.31, -0.62, -0.53], "e_above_lowest_kcal_mol": 77.5, "smiles": "O=C1CNCC(=O)C1", "total_energy_ha": -399.841990}


# 2
{"formula": "C19H41BrI2O3PS", "method": "wB97M-V/def2-TZVPD", "elements": ["C", "C", "I", "C", "I", "O", "S", "O", "O", "Br", "H", "H", "H", "H", "H", "C", "C", "C", "C", "P", "C", "C", "C", "C", "C", "C", "C", "C", "C", "C", "C", "C", "H", "H", "H", "H", "H", "H", "H", "H", "H", "H", "H", "H", "H", "H", "H", "H", "H", "H", "H", "H", "H", "H", "H", "H", "H", "H", "H", "H", "H", "H", "H", "H", "H", "H", "H", "H"], "xyz": [[-0.691, -1.727, 6.249], [-0.752, -3.233, 6.482], [-1.353, -3.696, 8.493], [-1.556, -4.103, 5.536], [-0.718, -3.933, 3.526], [-2.938, -3.908, 5.387], [-3.860, -2.861, 6.272], [-4.842, -3.687, 6.932], [-4.659, -2.309, 4.917], [-4.050, -0.689, 4.348], [-0.148, -1.531, 5.318], [-0.144, -1.252, 7.067], [-1.675, -1.261, 6.197], [0.260, -3.646, 6.430], [-1.397, -5.157, 5.767], [-1.094, -2.555, 0.071], [-1.692, -1.529, -0.884], [-0.956, -1.466, -2.222], [0.419, -0.784, -2.183], [0.436, 1.024, -2.215], [-0.604, 1.537, -3.608], [-0.392, 0.899, -4.990], [0.837, 1.324, -5.798], [1.031, 2.831, -5.919], [2.135, 1.524, -2.575], [3.297, 1.189, -1.628], [3.376, 1.944, -0.303], [3.212, 3.455, -0.421], [-0.380, 1.910, -0.855], [0.027, 1.871, 0.626], [0.300, 0.497, 1.261], [-0.837, 0.018, 2.159], [-0.036, -2.366, 0.273], [-1.612, -2.552, 1.029], [-1.176, -3.559, -0.348], [-1.714, -0.544, -0.409], [-2.733, -1.792, -1.081], [-1.580, -0.990, -2.982], [-0.790, -2.488, -2.571], [0.982, -1.042, -3.087], [1.025, -1.150, -1.352], [-0.558, 2.627, -3.655], [-1.622, 1.305, -3.278], [-1.284, 1.153, -5.568], [-0.404, -0.190, -4.897], [0.711, 0.905, -6.798], [1.744, 0.855, -5.410], [0.216, 3.289, -6.480], [1.959, 3.058, -6.442], [1.082, 3.328, -4.948], [2.113, 2.585, -2.833], [2.330, 1.001, -3.514], [4.202, 1.395, -2.204], [3.307, 0.113, -1.435], [4.354, 1.727, 0.130], [2.652, 1.537, 0.401], [4.040, 3.903, -0.973], [3.188, 3.918, 0.565], [2.287, 3.737, -0.929], [-1.432, 1.627, -0.961], [-0.338, 2.950, -1.201], [-0.807, 2.333, 1.160], [0.868, 2.545, 0.773], [1.215, 0.550, 1.853], [0.491, -0.254, 0.491], [-0.919, 0.653, 3.042], [-0.672, -1.007, 2.493], [-1.798, 0.046, 1.640]], "atomic_forces_ev_per_a": [[0.08, -0.06, -0.01], [0.33, 0.00, -0.15], [-0.07, -0.01, 0.15], [-0.08, -0.06, -0.06], [0.08, -0.05, 0.06], [0.05, 0.07, 0.19], [-0.43, -0.53, 0.31], [0.53, 0.55, -0.62], [-0.23, 0.02, 0.19], [0.07, -0.13, -0.01], [-0.15, 0.01, 0.09], [-0.04, -0.09, -0.11], [0.10, -0.06, -0.01], [-0.16, 0.11, 0.08], [-0.03, 0.17, -0.01], [-0.03, 0.00, -0.05], [0.01, -0.03, 0.00], [0.01, 0.02, -0.01], [0.05, -0.13, -0.01], [0.01, 0.00, 0.00], [-0.04, -0.04, -0.06], [-0.01, -0.02, -0.01], [-0.01, 0.02, -0.01], [0.00, -0.01, -0.01], [0.10, 0.02, -0.02], [-0.04, -0.05, -0.01], [0.02, 0.04, -0.03], [0.01, 0.00, 0.02], [-0.14, 0.06, 0.12], [0.06, 0.03, -0.02], [-0.05, 0.00, -0.01], [0.03, 0.01, 0.00], [-0.01, -0.02, 0.01], [-0.03, 0.00, -0.09], [0.01, -0.01, -0.01], [0.00, -0.04, -0.06], [0.00, 0.00, 0.01], [-0.01, 0.01, 0.01], [-0.02, 0.01, -0.03], [-0.01, 0.02, 0.00], [-0.01, 0.07, 0.03], [0.06, 0.00, -0.02], [0.01, 0.02, 0.02], [0.00, 0.01, 0.00], [-0.02, 0.00, -0.01], [0.04, -0.02, 0.00], [-0.01, 0.01, 0.04], [-0.02, 0.00, 0.03], [-0.02, 0.00, -0.03], [0.04, -0.01, 0.01], [-0.02, 0.03, 0.08], [-0.04, 0.05, -0.04], [0.01, 0.00, 0.00], [0.02, 0.00, 0.00], [-0.02, -0.02, 0.03], [-0.08, -0.02, 0.00], [-0.02, -0.01, -0.04], [0.04, 0.00, -0.01], [-0.02, 0.00, 0.03], [0.03, -0.10, -0.03], [-0.02, 0.00, 0.00], [0.04, 0.07, 0.02], [0.06, -0.04, -0.04], [0.00, -0.01, 0.01], [0.02, 0.06, 0.02], [-0.01, 0.02, 0.00], [-0.02, 0.08, 0.06], [0.00, 0.00, 0.03]], "mulliken_charge": [-0.75, -0.87, 0.20, -0.17, 0.11, -0.24, 0.70, -0.47, -0.33, 0.15, 0.21, 0.43, 0.20, 0.52, 0.42, -1.31, 0.15, -1.21, -1.13, 1.30, -1.44, -0.82, -0.39, -1.26, -0.70, -0.97, 0.26, -1.38, -0.92, -1.27, 0.72, -1.52, 0.37, 0.22, 0.39, -0.27, 0.49, 0.38, 0.53, 0.69, 0.60, 0.77, 0.52, 0.51, 0.25, 0.45, 0.25, 0.37, 0.37, 0.25, 0.55, 0.06, 0.47, 0.33, 0.47, -0.34, 0.36, 0.41, 0.29, 0.69, 0.58, 0.58, 0.26, 0.58, -0.44, 0.56, -0.12, 0.38], "total_energy_ha": -4882.925848, "charge": 1}


# 3
{"formula": "C51H35Cl5IrN3O2P", "method": "wB97M-V/def2-TZVPD", "elements": ["Ir", "C", "O", "C", "N", "C", "C", "C", "C", "C", "C", "C", "C", "C", "C", "C", "C", "N", "C", "N", "C", "C", "O", "C", "C", "C", "C", "C", "C", "H", "H", "H", "H", "H", "H", "H", "H", "H", "H", "H", "H", "H", "H", "H", "H", "H", "H", "H", "C", "C", "C", "C", "C", "C", "P", "C", "C", "C", "C", "C", "C", "C", "C", "C", "C", "C", "C", "C", "C", "C", "C", "H", "H", "H", "H", "H", "H", "H", "H", "H", "H", "H", "H", "H", "H", "H", "H", "Cl", "C", "C", "C", "Cl", "C", "Cl", "C", "Cl", "C", "Cl"], "xyz": [[0.032, 0.268, -0.617], [0.615, -4.802, 0.764], [1.289, -3.801, 1.551], [0.927, -2.615, 1.022], [-0.086, -2.640, 0.229], [-0.582, -4.044, 0.169], [-0.983, -4.486, -1.200], [-1.969, -5.433, -1.312], [-2.426, -6.113, -2.448], [-2.090, -5.941, -3.818], [-1.523, -4.845, -4.367], [-1.205, -3.597, -3.569], [1.500, -1.417, 1.632], [2.398, -1.552, 2.692], [2.807, -0.430, 3.380], [2.306, 0.808, 3.007], [1.454, 0.858, 1.924], [1.065, -0.229, 1.227], [0.879, 2.118, 1.433], [0.210, 2.162, 0.347], [-0.283, 3.534, 0.154], [0.374, 4.279, 1.343], [1.023, 3.235, 2.129], [-1.790, 3.574, 0.134], [-2.531, 2.838, 1.053], [-3.915, 2.878, 1.025], [-4.566, 3.665, 0.084], [-3.831, 4.409, -0.825], [-2.444, 4.360, -0.803], [0.325, -5.613, 1.425], [1.298, -5.158, -0.010], [-1.449, -4.107, 0.834], [-2.433, -5.757, -0.383], [-3.114, -6.925, -2.243], [-2.370, -6.752, -4.480], [-1.330, -4.820, -5.429], [-0.592, -2.927, -4.183], [2.736, -2.542, 2.961], [3.494, -0.516, 4.211], [2.569, 1.717, 3.528], [0.095, 3.911, -0.798], [-0.347, 4.778, 1.987], [1.151, 4.976, 1.035], [-2.028, 2.220, 1.790], [-4.487, 2.298, 1.736], [-5.648, 3.696, 0.061], [-4.335, 5.019, -1.563], [-1.870, 4.917, -1.534], [3.293, -1.436, -5.498], [1.943, -1.189, -5.287], [1.532, -0.513, -4.151], [2.478, -0.091, -3.217], [3.832, -0.306, -3.446], [4.235, -0.984, -4.586], [1.838, 0.853, -1.821], [3.237, 1.260, -0.745], [3.504, 2.566, -0.345], [4.514, 2.824, 0.572], [5.264, 1.780, 1.094], [4.996, 0.473, 0.706], [3.982, 0.212, -0.201], [1.248, 2.321, -2.670], [2.030, 3.264, -3.286], [1.423, 4.221, -4.120], [0.075, 4.166, -4.359], [-0.743, 3.175, -3.763], [-2.130, 3.072, -4.026], [-2.852, 2.101, -3.399], [-2.248, 1.210, -2.479], [-0.907, 1.239, -2.194], [-0.149, 2.249, -2.875], [3.611, -1.969, -6.384], [1.211, -1.526, -6.009], [0.481, -0.318, -3.981], [4.578, 0.047, -2.748], [5.289, -1.156, -4.761], [2.924, 3.386, -0.753], [4.721, 3.842, 0.872], [6.059, 1.984, 1.798], [5.581, -0.345, 1.108], [3.765, -0.810, -0.492], [3.107, 3.260, -3.163], [2.030, 4.979, -4.597], [-0.387, 4.883, -5.028], [-2.595, 3.764, -4.716], [-3.916, 2.012, -3.580], [-2.913, 0.527, -1.975], [2.124, -2.668, -1.524], [0.455, -2.580, -2.011], [-0.284, -1.768, -1.067], [-1.756, -1.682, -1.170], [-2.233, -0.651, 0.210], [-2.708, -2.061, -2.090], [-4.346, -1.554, -1.787], [-2.482, -2.860, -3.207], [-3.722, -2.945, -4.388], [-0.239, -3.883, -2.360], [1.001, -5.058, -2.976]], "atomic_forces_ev_per_a": [[0.01, -0.05, -0.03], [-0.06, 0.04, -0.09], [0.15, 0.23, 0.07], [0.75, 0.28, 0.66], [-0.68, -0.18, 0.21], [-0.04, -0.20, -0.14], [0.38, 0.81, 0.09], [-0.22, -0.26, -0.32], [-0.08, 0.49, 0.29], [0.32, 0.19, -0.17], [-0.35, 0.08, -0.02], [-0.47, -0.27, 0.02], [-0.02, -0.60, -0.03], [0.13, 0.00, 0.16], [0.04, -0.20, 0.02], [-0.13, 0.13, -0.12], [0.03, 0.13, 0.08], [-0.09, 0.34, -0.11], [0.06, -0.06, 0.06], [0.11, -0.01, 0.04], [-0.05, 0.08, -0.03], [-0.01, 0.02, -0.03], [0.05, -0.07, 0.01], [0.00, 0.04, -0.03], [0.02, -0.01, -0.01], [-0.01, -0.01, 0.02], [-0.03, 0.01, -0.02], [-0.01, 0.01, 0.00], [0.01, -0.01, 0.02], [-0.01, -0.01, -0.03], [-0.03, 0.02, 0.01], [0.06, -0.01, 0.04], [0.02, 0.04, 0.01], [-0.06, 0.04, 0.00], [0.03, 0.02, -0.01], [0.09, -0.03, -0.02], [-0.05, -0.05, -0.11], [0.01, 0.01, 0.02], [0.00, -0.02, 0.00], [0.00, 0.02, -0.02], [0.00, 0.00, 0.03], [0.01, -0.01, -0.01], [-0.03, 0.01, 0.00], [0.01, -0.01, 0.01], [0.00, 0.00, 0.01], [0.00, 0.00, 0.00], [0.00, 0.00, -0.01], [0.01, 0.01, 0.00], [0.01, 0.01, -0.01], [0.00, 0.00, 0.00], [0.05, -0.11, 0.02], [-0.15, -0.08, -0.04], [0.00, 0.01, 0.05], [0.02, -0.01, -0.04], [-0.03, -0.01, 0.25], [0.00, -0.07, 0.00], [-0.03, 0.00, 0.00], [0.01, 0.02, 0.01], [0.00, 0.01, 0.00], [0.01, 0.00, -0.01], [0.04, 0.00, -0.01], [0.16, 0.06, -0.04], [-0.03, -0.02, 0.03], [-0.06, 0.01, -0.02], [0.03, 0.01, 0.01], [-0.01, -0.01, -0.03], [-0.01, -0.04, 0.02], [0.02, 0.05, -0.03], [-0.08, -0.04, 0.01], [-0.04, -0.02, 0.10], [0.01, -0.01, -0.01], [0.00, -0.01, 0.00], [-0.01, 0.01, -0.01], [-0.03, -0.02, 0.00], [-0.01, 0.00, 0.03], [0.00, -0.01, -0.01], [0.01, 0.00, 0.00], [0.00, 0.01, 0.00], [0.00, 0.00, 0.01], [0.00, 0.00, 0.00], [0.01, 0.01, -0.01], [0.00, 0.01, 0.00], [0.00, 0.01, 0.00], [0.00, 0.01, -0.01], [-0.01, 0.01, 0.00], [-0.01, 0.00, -0.01], [0.04, 0.02, -0.04], [0.16, 0.09, -0.07], [-0.19, 0.13, 0.13], [0.17, 0.53, -0.88], [0.22, -0.84, 0.51], [-0.07, -0.13, -0.06], [-0.05, -0.05, -0.56], [0.03, -0.02, -0.01], [-0.03, -0.20, 0.16], [0.22, -0.08, -0.17], [-0.13, -0.13, 0.31], [-0.13, -0.09, -0.09]], "mulliken_charge": [0.23, -0.79, -0.50, 0.25, 0.63, -0.24, -0.04, -0.86, -0.65, -0.67, -1.08, 0.18, 0.13, -0.95, -1.02, -0.61, 0.20, 0.52, 0.35, 0.12, -0.01, -0.48, -0.56, 0.26, -0.33, -0.95, -0.51, -0.86, -0.11, 0.37, 0.38, 1.04, 0.46, 0.45, 0.48, 0.51, 0.27, 0.59, 0.50, 0.62, 0.19, 0.35, 0.34, 0.45, 0.47, 0.43, 0.43, 0.47, -0.78, -0.67, -0.16, 1.20, -0.69, -0.88, 2.03, 0.54, -1.25, -0.78, -0.91, -0.81, -0.36, -0.41, -0.02, -1.20, -0.79, 1.28, -0.89, -1.31, 0.43, -0.20, -0.12, 0.42, 0.48, 0.34, 0.41, 0.46, 0.39, 0.47, 0.43, 0.51, 0.39, 0.59, 0.45, 0.47, 0.43, 0.43, 0.32, -0.41, 0.52, -0.26, -0.80, -0.04, 0.42, -0.12, -0.05, -0.18, 1.31, -0.11], "e_above_lowest_kcal_mol": 126.5, "total_energy_ha": -5025.542294, "charge": 1}


# 4
{"formula": "C6H10O", "method": "wB97M-V/def2-TZVPD", "elements": ["C", "C", "C", "C", "C", "C", "O", "H", "H", "H", "H", "H", "H", "H", "H", "H", "H"], "xyz": [[0.225, -1.879, 0.881], [-0.029, -0.486, 0.347], [0.082, 0.872, 1.080], [-0.947, 1.193, -0.013], [-0.129, 1.145, -1.317], [0.611, -0.178, -1.019], [-1.432, -0.169, 0.096], [-0.694, -2.463, 0.776], [0.530, -1.911, 1.929], [1.002, -2.369, 0.287], [1.041, 1.403, 1.073], [-0.371, 0.867, 2.073], [-1.724, 1.954, 0.092], [0.537, 2.004, -1.443], [-0.782, 1.067, -2.188], [0.383, -0.977, -1.729], [1.697, -0.073, -0.926]], "atomic_forces_ev_per_a": [[-0.03, 0.02, 0.07], [0.27, -0.31, 0.03], [0.09, 0.05, 0.09], [-0.09, 0.37, -0.08], [-0.03, 0.08, -0.07], [0.05, -0.03, 0.00], [-0.11, -0.09, -0.09], [0.09, 0.06, 0.02], [-0.09, 0.13, -0.05], [-0.06, 0.02, 0.12], [-0.15, -0.12, -0.01], [0.08, -0.12, -0.14], [0.15, -0.14, 0.02], [-0.13, -0.09, 0.04], [0.06, 0.06, 0.09], [0.06, 0.13, 0.04], [-0.15, -0.02, -0.10]], "mulliken_charge": [-1.45, 0.99, -0.70, -0.10, -0.70, -0.85, -0.54, 0.32, 0.34, 0.35, 0.24, 0.32, 0.46, 0.31, 0.30, 0.39, 0.32], "e_above_lowest_kcal_mol": 17.9, "total_energy_ha": -309.813866}